Below is a cluster of 6 separate species, C22H60N8O8 in total in a non-equilibrium geometry, with properties calculated with ωB97M-V/def2-TZVPD.

Each line ends with the Löwdin charge.
Geometry (Å):
C 1.78 8.37 0.30  -0.84
O 2.80 8.93 -0.05  0.04
N 1.69 7.08 0.34  0.17
N 0.74 8.92 0.79  0.16
H 0.82 6.63 0.56  0.11
H 2.45 6.52 -0.02  0.13
H 0.79 9.90 1.03  0.12
H 0.03 8.41 1.29  0.11
C 2.92 -0.21 -0.61  -0.75
O 3.28 0.99 -0.67  -0.01
N 1.99 -0.81 -1.26  0.16
N 3.37 -1.03 0.31  0.14
H 1.53 -0.46 -2.09  0.12
H 1.69 -1.72 -0.94  0.11
H 4.14 -0.71 0.88  0.12
H 2.97 -1.95 0.45  0.10
C -1.12 3.46 1.01  -0.07
O -1.07 3.86 -0.40  -0.24
C -2.05 3.24 -1.22  -0.23
C -1.85 3.73 -2.66  -0.20
N -0.56 3.17 -3.18  -0.04
C -0.14 3.99 -4.37  -0.19
C 0.92 3.23 -5.02  -0.27
O 0.59 2.01 -5.67  -0.19
C 1.44 1.61 -6.74  -0.10
H -2.08 3.67 1.48  0.08
H -0.26 3.91 1.50  0.08
H -0.89 2.39 0.95  0.08
H -3.02 3.47 -0.78  0.11
H -1.91 2.16 -1.12  0.12
H -1.92 4.81 -2.72  0.11
H -2.74 3.38 -3.20  0.11
H 0.12 3.21 -2.43  0.10
H 0.27 4.90 -3.94  0.12
H -0.98 4.17 -5.04  0.13
H 1.71 3.02 -4.30  0.12
H 1.54 3.79 -5.72  0.12
H 1.42 0.52 -6.84  0.08
H 2.48 1.89 -6.54  0.08
H 1.13 2.17 -7.61  0.09
C -1.48 -3.75 6.68  -0.14
O -1.71 -3.62 5.32  -0.17
C -2.99 -4.02 4.90  -0.23
C -3.36 -3.33 3.56  -0.17
N -2.44 -3.53 2.39  -0.06
C -2.33 -4.90 1.89  -0.19
C -1.32 -4.84 0.69  -0.19
O -0.03 -4.63 1.25  -0.21
C 0.61 -5.81 1.62  -0.14
H -0.43 -4.00 6.83  0.09
H -2.12 -4.34 7.34  0.09
H -1.48 -2.78 7.18  0.08
H -3.73 -3.90 5.69  0.12
H -3.07 -5.08 4.69  0.11
H -3.54 -2.26 3.64  0.11
H -4.30 -3.81 3.26  0.11
H -1.52 -3.44 2.80  0.09
H -3.32 -5.26 1.63  0.12
H -1.85 -5.48 2.68  0.10
H -1.53 -4.16 -0.14  0.12
H -1.24 -5.80 0.19  0.11
H 1.51 -5.60 2.20  0.09
H 0.97 -6.30 0.72  0.08
H -0.05 -6.53 2.10  0.09
C 3.44 0.82 6.04  -0.08
C 4.55 0.00 6.65  -0.42
C 5.94 0.54 6.17  -0.20
O 6.17 0.04 4.86  -0.19
C 7.17 0.75 4.15  -0.11
N 4.29 0.20 8.10  0.02
H 2.53 0.32 6.35  0.07
H 3.43 0.77 4.95  0.08
H 3.40 1.81 6.49  0.08
H 4.54 -1.06 6.38  0.13
H 6.69 0.18 6.88  0.11
H 5.93 1.63 6.29  0.12
H 6.70 1.63 3.73  0.09
H 7.55 0.11 3.36  0.08
H 8.04 1.03 4.75  0.08
H 3.65 -0.52 8.41  0.07
H 5.11 -0.14 8.57  0.06
C -4.98 -2.81 -7.92  -0.10
C -4.08 -1.79 -7.39  -0.45
C -3.96 -1.99 -5.85  -0.20
O -5.19 -1.79 -5.14  -0.18
C -5.00 -1.89 -3.75  -0.12
N -2.83 -1.77 -8.18  0.04
H -4.75 -3.79 -7.51  0.08
H -5.04 -2.87 -9.00  0.08
H -6.00 -2.59 -7.58  0.08
H -4.55 -0.83 -7.60  0.14
H -3.27 -1.24 -5.47  0.11
H -3.48 -2.95 -5.64  0.12
H -4.04 -1.46 -3.45  0.08
H -5.05 -2.92 -3.39  0.09
H -5.71 -1.27 -3.22  0.09
H -2.26 -2.59 -8.05  0.06
H -2.20 -1.06 -7.85  0.06

SMILES string: COC[C@H](C)N.COC[C@H](C)N.COCCNCCOC.COCCNCCOC.NC(N)=O.NC(N)=O
HOMO level, eV: -8.703
E_LUMO, eV: 0.248
Electronic energy, eV: -52082.4481
Relative energy (zero: lowest compared OMol25 entry of this formula, charge and spin), eV: 0.0000
Max |F|, hartree/bohr: 0.13686
Multiplicity: 1
HOMO-LUMO gap, eV: 9.0